# 1
Computed, not measured: C29H35N7P2Tc as an isolated structure, with wB97M-V/def2-TZVPD.

Properties
**ΔE to the lowest compared entry with this formula, charge and spin**: 0.0 kJ/mol
**Gap between HOMO and LUMO (spin up / spin down)**: 0.2170 / 0.1189 Eh
**Energy**: -2271.9924 Ha

```
! RIJCOSX wB97M-V def2-TZVPD def2/J DEFGRID3
* xyz 2 4
Tc 1.34 -1.98 -0.21
C -1.25 3.68 -2.83
C -0.79 3.96 -1.60
C -1.64 4.31 -0.43
C -2.95 3.49 -0.31
C -2.86 2.05 -0.72
C -3.12 1.61 -1.96
C -3.56 2.56 -3.05
C -2.67 3.82 -3.25
C 0.82 -4.02 0.03
H -0.60 3.42 -3.66
H 0.27 4.10 -1.42
H -1.93 5.37 -0.51
H -1.04 4.22 0.48
H -3.29 3.56 0.73
H -3.69 3.96 -0.97
H -2.73 1.36 0.10
H -3.15 0.55 -2.22
H -4.58 2.96 -2.83
H -3.63 2.01 -4.00
H -2.67 4.05 -4.33
H -3.10 4.65 -2.68
H 1.61 -4.46 -0.60
H -0.13 -4.37 -0.40
H 0.93 -4.52 1.01
P -0.52 -1.63 1.00
P 1.91 0.07 0.46
N -1.93 -2.16 0.12
N -0.81 -2.39 2.52
N 1.86 0.80 -1.13
N 3.43 0.74 0.97
C -0.75 0.17 1.27
C 0.58 0.93 1.37
C -1.86 -2.76 -1.14
C -3.14 -3.11 -1.54
C -4.03 -2.69 -0.50
C -3.27 -2.12 0.51
C -0.88 -3.78 2.72
C -0.98 -4.03 4.08
C -0.98 -2.75 4.74
C -0.87 -1.77 3.78
C 1.86 0.01 -2.28
C 1.53 0.82 -3.36
C 1.40 2.15 -2.86
C 1.57 2.10 -1.48
C 3.90 2.06 0.87
C 5.16 2.13 1.48
C 5.49 0.82 1.95
C 4.43 -0.01 1.60
H -1.38 0.32 2.16
H -1.35 0.52 0.42
H 0.45 1.98 1.04
H 0.92 0.97 2.41
H -0.90 -2.90 -1.63
H -3.39 -3.60 -2.47
H -5.11 -2.77 -0.50
H -3.54 -1.69 1.47
H -0.82 -4.46 1.89
H -1.06 -5.01 4.53
H -1.06 -2.59 5.81
H -0.80 -0.70 3.85
H 2.13 -1.05 -2.22
H 1.42 0.48 -4.38
H 1.19 3.02 -3.46
H 1.50 2.86 -0.71
H 3.32 2.83 0.38
H 5.77 3.02 1.57
H 6.38 0.52 2.48
H 4.30 -1.07 1.70
N 3.02 -2.55 0.56
C 3.80 -3.40 0.88
N 4.91 -3.81 1.30
C 5.48 -4.96 1.54
N 6.14 -5.89 1.84
*
```

# 2
Computed, not measured: an isolated ion of composition C5H14N3 and charge +1, with wB97M-V/def2-TZVPD.

Properties
**SMILES string**: C[C@H](N)C/C([NH3+])=C/N
**ΔE to the lowest compared entry with this formula, charge and spin**: 114.2 kJ/mol
**Gap between HOMO and LUMO**: 0.3454 Eh
**Energy**: -362.9357 Ha

```
! RIJCOSX wB97M-V def2-TZVPD def2/J DEFGRID3
* xyz 1 1
C 2.62 0.65 -0.89
C 1.12 0.64 -0.56
C 0.65 -0.51 0.32
C -0.85 -0.65 0.36
C -1.48 -1.76 -0.04
N -2.82 -1.99 -0.13
N -1.51 0.51 0.97
N 0.70 1.88 0.15
H 2.78 0.60 -1.97
H 3.14 1.56 -0.61
H 3.21 -0.19 -0.54
H 0.58 0.67 -1.49
H 1.16 -1.43 0.07
H 1.01 -0.29 1.31
H -0.87 -2.56 -0.43
H -3.09 -2.91 -0.47
H -3.51 -1.46 0.37
H -1.82 0.35 1.93
H -2.34 0.77 0.44
H -0.79 1.32 0.83
H 1.41 2.11 0.86
H 0.70 2.69 -0.46
*
```

# 3
Computed, not measured: a 9-piece molecular cluster, BrH16O8 overall, with wB97M-V/def2-TZVPD.

Properties
**ΔE to the lowest compared entry with this formula, charge and spin**: 12.3 kJ/mol
**Gap between HOMO and LUMO**: 0.3567 Eh
**Energy**: -3185.6707 Ha

```
! RIJCOSX wB97M-V def2-TZVPD def2/J DEFGRID3
* xyz -1 1
Br 0.25 -0.16 0.40
O -3.06 -0.24 -0.12
H -2.17 -0.27 0.24
H -3.05 0.50 -0.72
O 3.68 -0.49 1.59
H 2.77 -0.79 1.53
H 3.69 0.35 1.14
O 0.51 -1.88 -2.47
H 0.77 -1.24 -3.13
H 0.70 -1.46 -1.63
O -0.05 2.41 2.59
H 0.13 1.89 1.81
H 0.77 2.37 3.09
O -1.66 -0.40 3.54
H -2.06 -1.19 3.16
H -1.00 -0.14 2.90
O -0.89 1.11 -2.84
H -0.55 0.74 -2.03
H -1.84 1.04 -2.76
O 2.81 1.97 -1.55
H 2.15 2.34 -2.14
H 2.30 1.63 -0.81
O -1.61 -3.03 -0.63
H -1.10 -2.57 -1.30
H -1.49 -2.49 0.16
*
```

In eV/Å, the max |F| values for the records above are, in order, 4.143, 1.444, 0.840.